Version 1
Entry from the OMol25 dataset: a structure of composition C4H3ClN2 (wB97M-V/def2-TZVPD).

XYZ file:
```
10
Properties=species:S:1:pos:R:3:mulliken_charge:R:1
C -0.046 0.173 -1.760 0.58
C 0.299 0.110 1.787 0.41
C 0.973 -0.749 -1.516 -0.74
C -1.044 0.402 1.391 -0.35
N -0.906 1.002 -1.912 -0.49
N 1.295 -0.120 2.356 -0.38
Cl -1.511 1.570 0.264 -0.05
H 1.985 -0.430 -1.407 0.33
H 0.646 -1.730 -1.214 0.31
H -1.692 -0.227 2.012 0.36
```

highest occupied orbital energy (spin up / spin down): -9.008 / -9.409 eV
frontier orbital gap (spin up / spin down): 7.4 / 7.9 eV
LUMO level (spin up / spin down): -1.61 / -1.53 eV
molar mass: 114.53 g/mol


Version 2
Entry from the OMol25 dataset: an isolated molecule of C4H3ClN2 (wB97M-V/def2-TZVPD).

XYZ file:
```
10
Properties=species:S:1:pos:R:3:mulliken_charge:R:1
H -2.715 0.481 0.392 0.34
N -2.328 -0.658 0.132 -0.54
C -1.053 -0.314 -0.202 0.49
C 0.196 -1.159 -0.029 -0.51
C 1.258 -0.200 -0.123 0.40
Cl 2.959 -0.228 0.029 -0.17
C 0.599 1.142 0.025 -0.08
N -0.658 1.117 -0.128 -0.57
H 0.394 -2.217 -0.210 0.36
H 1.348 2.035 0.116 0.27
```

SMILES: [H]/N=C1/C=C(Cl)C=N1
highest occupied orbital energy: -9.791 eV
frontier orbital gap: 8.5 eV
LUMO level: -1.30 eV
molar mass: 114.53 g/mol


Going by the energies, version 2 is most stable and the next is 41.6 kcal/mol up.


Version 1
Entry from the OMol25 dataset: a structure of composition C2H2FI3O (wB97M-V/def2-TZVPD).

XYZ file:
```
9
Properties=species:S:1:pos:R:3:mulliken_charge:R:1
C 0.368 -1.152 1.572 -0.75
C -1.354 0.362 0.416 0.25
O -0.651 0.974 -0.530 -0.38
F -2.180 -0.576 -0.084 -0.22
I 0.139 -0.485 3.537 0.12
I -0.190 -3.107 1.102 0.12
I -2.280 1.602 1.844 0.11
H 1.286 -0.820 1.116 0.43
H -0.855 0.652 -1.423 0.31
```

highest occupied orbital energy (spin up / spin down): -8.084 / -8.080 eV
frontier orbital gap (spin up / spin down): 7.4 / 7.5 eV
LUMO level (spin up / spin down): -0.72 / -0.54 eV
molar mass: 441.75 g/mol


Version 2
Entry from the OMol25 dataset: a structure of composition C2H2FI3O (wB97M-V/def2-TZVPD).

XYZ file:
```
9
Properties=species:S:1:pos:R:3:mulliken_charge:R:1
C -0.279 0.113 0.935 -0.95
C 0.087 -0.168 -0.498 0.23
O -0.408 0.740 -1.329 -0.41
F 1.580 -0.138 -0.573 -0.27
I 0.826 -1.120 2.290 0.23
I 0.022 2.204 1.345 0.15
I -0.450 -2.222 -1.041 0.09
H -1.338 -0.080 1.093 0.55
H -0.041 0.670 -2.222 0.37
```

highest occupied orbital energy: -9.221 eV
frontier orbital gap: 8.9 eV
LUMO level: -0.37 eV
molar mass: 441.75 g/mol


Going by the energies, version 2 is most stable and the next is 68.0 kcal/mol up.


Version 1
Entry from the OMol25 dataset: a cluster of 2 separate species, C2H2ClF in total (wB97M-V/def2-TZVPD).

XYZ file:
```
6
Properties=species:S:1:pos:R:3:mulliken_charge:R:1
C -0.126 -0.254 0.088 -0.29
C -0.752 -1.315 0.434 0.14
F -1.297 -1.950 1.402 -0.11
Cl -0.445 -3.508 -1.720 -0.25
H 0.211 -0.102 -0.923 0.25
H 0.103 0.543 0.792 0.27
```

highest occupied orbital energy (spin up / spin down): -10.811 / -9.750 eV
frontier orbital gap (spin up / spin down): 9.6 / 6.6 eV
LUMO level (spin up / spin down): -1.25 / -3.14 eV
molar mass: 80.49 g/mol


Version 2
Entry from the OMol25 dataset: a cluster of 2 separate species, C2H2ClF in total (wB97M-V/def2-TZVPD).

XYZ file:
```
6
Properties=species:S:1:pos:R:3:mulliken_charge:R:1
C -0.262 0.011 0.483 -0.43
C -0.928 0.074 -0.499 0.28
F -1.619 0.199 -1.569 -0.24
H 0.476 -0.168 1.204 0.39
Cl 2.543 1.647 -0.198 -0.27
H 3.939 1.659 -0.344 0.27
```

SMILES: C#CF.Cl
highest occupied orbital energy: -10.571 eV
frontier orbital gap: 11.1 eV
LUMO level: 0.49 eV
molar mass: 80.49 g/mol


Going by the energies, version 2 is most stable and the next is 35.7 kcal/mol up.


Version 1
Entry from the OMol25 dataset: a cluster of 3 separate species, C3H8OS2 in total (wB97M-V/def2-TZVPD).

XYZ file:
```
14
Properties=species:S:1:pos:R:3:mulliken_charge:R:1
C 0.601 -0.111 -0.204 0.06
C 2.994 0.045 0.275 -0.79
C -3.167 -0.034 -0.945 -0.68
O -0.560 -0.169 -0.510 -0.29
S 1.663 1.184 -0.435 -0.01
S -1.784 1.090 -1.113 -0.05
H 0.391 -0.057 1.960 -0.15
H 3.942 0.353 -0.138 0.35
H 2.707 -0.996 -0.046 0.31
H 3.048 0.189 1.276 0.30
H -3.015 -0.905 -0.216 0.25
H -4.072 0.565 -0.433 0.27
H -3.623 -0.531 -1.908 0.26
H 0.875 -0.623 2.438 0.17
```

highest occupied orbital energy: -7.648 eV
frontier orbital gap: 7.5 eV
LUMO level: -0.12 eV
molar mass: 124.23 g/mol


Version 2
Entry from the OMol25 dataset: a cluster of 2 separate species, C3H8OS2 in total (wB97M-V/def2-TZVPD).

XYZ file:
```
14
Properties=species:S:1:pos:R:3:mulliken_charge:R:1
C -4.304 -2.859 -2.215 -0.71
C -3.008 -2.962 -1.915 0.02
O -2.467 -3.518 -0.790 -0.50
H -4.539 -2.293 -3.101 0.26
H -4.947 -3.627 -1.805 0.27
H -2.216 -2.983 -2.664 0.33
H -3.001 -3.255 -0.030 0.33
C 2.388 1.761 -0.757 -0.76
S 2.403 2.400 0.923 -0.07
S 1.026 1.091 1.842 -0.22
H 2.389 2.597 -1.452 0.28
H 3.212 1.086 -0.960 0.29
H 1.497 1.216 -1.027 0.30
H 0.124 2.080 1.901 0.17
```

SMILES: C=CO.CSS
highest occupied orbital energy: -8.963 eV
frontier orbital gap: 9.4 eV
LUMO level: 0.41 eV
molar mass: 124.23 g/mol


Going by the energies, version 2 is most stable and the next is 82.2 kcal/mol up.


Version 1
Entry from the OMol25 dataset: a structure of composition C9H10IrN8OS2 (wB97M-V/def2-TZVPD).

XYZ file:
```
31
Properties=species:S:1:pos:R:3:mulliken_charge:R:1
Ir 0.851 -0.045 0.072 0.86
N 2.953 0.032 0.285 -0.47
N 3.440 1.350 0.433 -0.29
C 2.653 2.416 0.180 0.87
N 3.220 3.616 0.250 -0.41
S 1.017 2.256 -0.210 -0.40
H 3.184 -0.497 1.125 0.38
H 3.431 -0.409 -0.500 0.38
H 4.413 1.456 0.681 0.22
H 4.207 3.751 0.393 0.21
H 2.649 4.434 0.119 0.20
C -4.900 0.023 2.147 -1.16
C -3.586 -0.038 1.444 0.94
C -3.492 -0.294 0.072 -0.87
C -2.243 -0.315 -0.504 0.04
N -1.167 -0.091 0.251 -0.30
C -1.340 0.142 1.574 0.41
S 0.238 0.369 2.279 -0.33
N -2.494 0.180 2.189 -0.52
H -5.699 -0.409 1.550 0.36
H -5.145 1.067 2.355 0.28
H -4.829 -0.489 3.105 0.35
H -4.374 -0.476 -0.523 0.36
H -2.081 -0.505 -1.557 0.51
O 1.034 -2.082 -0.232 -0.64
N 1.031 -1.586 -1.448 0.05
C 1.264 -2.335 -2.470 0.46
C 1.299 -1.708 -3.759 0.02
N 1.322 -1.197 -4.786 -0.35
C 1.475 -3.746 -2.328 0.16
N 1.669 -4.868 -2.188 -0.31
```

charge: +1
highest occupied orbital energy: -11.707 eV
frontier orbital gap: 7.9 eV
LUMO level: -3.79 eV
molar mass: 502.59 g/mol


Version 2
Entry from the OMol25 dataset: a structure of composition C9H10IrN8OS2 (wB97M-V/def2-TZVPD).

XYZ file:
```
31
Properties=species:S:1:pos:R:3:mulliken_charge:R:1
Ir -0.612 0.397 -0.174 0.70
N -2.597 1.033 -0.452 -0.41
N -3.450 0.705 0.617 -0.32
C -3.048 -0.193 1.531 0.85
N -3.903 -0.528 2.490 -0.41
S -1.512 -0.909 1.483 -0.38
H -2.483 2.045 -0.517 0.41
H -3.000 0.713 -1.333 0.35
H -4.355 1.150 0.657 0.23
H -4.851 -0.190 2.522 0.21
H -3.610 -1.176 3.203 0.21
C 5.129 0.296 1.888 -1.16
C 3.785 0.185 1.250 0.94
C 3.521 -0.762 0.249 -0.87
C 2.248 -0.841 -0.259 0.08
N 1.309 -0.012 0.208 -0.30
C 1.646 0.886 1.157 0.46
S 0.213 1.811 1.495 -0.32
N 2.834 1.015 1.696 -0.53
H 5.896 -0.212 1.309 0.36
H 5.085 -0.157 2.881 0.28
H 5.389 1.344 2.022 0.36
H 4.295 -1.418 -0.118 0.36
H 1.956 -1.550 -1.023 0.50
O -0.606 1.300 -2.156 -0.67
N -0.525 0.006 -2.333 0.07
C -1.269 -0.610 -3.197 0.56
C -1.148 -2.035 -3.293 -0.05
N -1.057 -3.176 -3.373 -0.35
C -2.231 0.115 -3.981 0.21
N -3.050 0.770 -4.451 -0.37
```

charge: +1
highest occupied orbital energy: -11.834 eV
frontier orbital gap: 7.1 eV
LUMO level: -4.76 eV
molar mass: 502.59 g/mol


Going by the energies, version 1 is most stable and the next is 15.1 kcal/mol up.


Version 1
Entry from the OMol25 dataset: a cluster of 2 separate species, Br2H2O2Si in total (wB97M-V/def2-TZVPD).

XYZ file:
```
7
Properties=species:S:1:pos:R:3:mulliken_charge:R:1
O 0.601 -1.995 0.377 -0.73
O -1.092 0.698 0.900 -0.37
Si 0.026 0.578 -0.257 0.75
Br 1.821 1.884 -0.172 -0.14
Br -0.780 0.332 -2.200 -0.09
H 0.400 -2.139 -0.483 0.22
H -0.976 0.642 1.835 0.35
```

highest occupied orbital energy: -9.311 eV
frontier orbital gap: 8.3 eV
LUMO level: -1.03 eV
molar mass: 221.91 g/mol


Version 2
Entry from the OMol25 dataset: an isolated molecule of Br2H2O2Si (wB97M-V/def2-TZVPD).

XYZ file:
```
7
Properties=species:S:1:pos:R:3:mulliken_charge:R:1
O 0.739 0.464 0.639 -0.45
Si -0.699 -0.189 0.757 0.63
O -1.485 0.046 -0.639 -0.45
Br -0.579 -2.322 0.707 -0.19
Br -1.956 0.701 2.459 -0.25
H 1.237 1.129 1.400 0.38
H -0.940 0.081 -1.454 0.32
```

SMILES: O[Si](O)(Br)Br
highest occupied orbital energy: -10.629 eV
frontier orbital gap: 10.7 eV
LUMO level: 0.05 eV
molar mass: 221.91 g/mol


Going by the energies, version 2 is most stable and the next is 85.0 kcal/mol up.